{"formula": "C47H93N5O23", "method": "ωB97M-V/def2-TZVPD", "elements": ["C", "O", "C", "C", "O", "C", "H", "H", "H", "H", "H", "H", "H", "H", "H", "H", "C", "O", "C", "C", "O", "C", "H", "H", "H", "H", "H", "H", "H", "H", "H", "H", "C", "O", "C", "C", "O", "C", "H", "H", "H", "H", "H", "H", "H", "H", "H", "H", "C", "O", "C", "C", "O", "C", "H", "H", "H", "H", "H", "H", "H", "H", "H", "H", "C", "O", "C", "C", "O", "C", "H", "H", "H", "H", "H", "H", "H", "H", "H", "H", "C", "O", "N", "C", "C", "H", "H", "H", "H", "H", "H", "H", "C", "O", "N", "C", "C", "H", "H", "H", "H", "H", "H", "H", "C", "O", "N", "C", "C", "H", "H", "H", "H", "H", "H", "H", "C", "O", "N", "C", "C", "H", "H", "H", "H", "H", "H", "H", "C", "O", "N", "C", "C", "H", "H", "H", "H", "H", "H", "H", "C", "C", "C", "O", "C", "C", "C", "O", "O", "O", "H", "H", "H", "H", "C", "C", "C", "O", "C", "C", "C", "O", "O", "O", "H", "H", "H", "H"], "xyz": [[0.2675, 3.2826, 1.6834], [0.7218, 4.3897, 0.8946], [0.7362, 4.1162, -0.5220], [1.3643, 5.1897, -1.3965], [1.5242, 4.7947, -2.7624], [0.2399, 4.8089, -3.3316], [0.3876, 3.5079, 2.7431], [0.8197, 2.3644, 1.4831], [-0.7735, 3.1300, 1.3986], [-0.2894, 4.0337, -0.8818], [1.0773, 3.0862, -0.6264], [2.3586, 5.2837, -0.9598], [0.9750, 6.2031, -1.2991], [0.3397, 5.3443, -4.2758], [-0.5484, 5.2233, -2.7032], [-0.0359, 3.7677, -3.4988], [0.1754, -6.0532, -0.7096], [0.7003, -4.7556, -0.4466], [1.3230, -4.5722, 0.8309], [1.3019, -3.1082, 1.3123], [1.6759, -2.1827, 0.2878], [3.1011, -2.0781, 0.1108], [-0.1775, -6.0472, -1.7409], [-0.6253, -6.1612, 0.0221], [0.8271, -6.8931, -0.4688], [2.3243, -4.9889, 0.7217], [0.8308, -5.1687, 1.5991], [1.9449, -3.0312, 2.1891], [0.3034, -2.8099, 1.6317], [3.5588, -1.5390, 0.9402], [3.3157, -1.5271, -0.8048], [3.5273, -3.0814, 0.1050], [-2.9297, 6.6475, -3.5536], [-2.2767, 5.5219, -3.0237], [-2.6490, 4.2593, -3.5260], [-2.5092, 3.1580, -2.5142], [-1.2212, 2.9170, -1.9687], [-1.3236, 1.8926, -0.9756], [-4.0039, 6.4986, -3.4440], [-2.5452, 6.7674, -4.5664], [-2.6566, 7.5635, -3.0296], [-2.0909, 4.0404, -4.4363], [-3.6954, 4.1891, -3.8231], [-2.6585, 2.2577, -3.1103], [-3.3019, 3.2381, -1.7705], [-1.6123, 2.4230, -0.0681], [-0.3201, 1.5315, -0.7502], [-1.9661, 1.0367, -1.1823], [-4.9473, 3.7410, 3.2692], [-3.7981, 2.9335, 3.4791], [-2.5342, 3.5768, 3.4210], [-1.4764, 2.6890, 3.8026], [-0.6556, 2.2021, 2.7446], [0.0636, 1.0139, 3.1378], [-5.8873, 3.3078, 3.6111], [-5.0157, 4.0462, 2.2251], [-4.8360, 4.6692, 3.8296], [-2.6480, 4.4628, 4.0456], [-2.4202, 4.0798, 2.4607], [-1.8682, 1.8544, 4.3840], [-0.8595, 3.2878, 4.4725], [0.8340, 0.6750, 2.4452], [-0.6563, 0.2034, 3.2521], [0.6250, 1.2821, 4.0328], [2.1832, -0.0773, 1.9686], [1.4619, -0.7986, 3.0282], [2.0452, -0.6638, 4.3221], [1.0398, -1.2199, 5.3239], [-0.1234, -0.3017, 5.3300], [-1.2313, -0.9772, 5.8007], [2.6773, 0.8105, 2.3631], [1.4830, 0.1349, 1.1606], [2.9660, -0.6560, 1.4783], [2.3335, 0.3512, 4.5955], [2.9970, -1.1936, 4.3605], [1.5182, -1.3900, 6.2883], [0.7038, -2.1967, 4.9757], [-1.6118, -1.7252, 5.1051], [-2.1128, -0.3388, 5.8602], [-1.2041, -1.4910, 6.7616], [-3.4010, -2.2431, -1.5504], [-2.7772, -1.5516, -2.3674], [-2.9429, -3.3667, -1.0247], [-3.8756, -4.0538, -0.1858], [-1.6131, -3.8693, -1.3074], [-4.3797, -1.9570, -1.1352], [-3.3603, -4.1355, 0.7712], [-3.9946, -5.1084, -0.4342], [-4.7929, -3.4967, 0.0050], [-0.8875, -3.2554, -1.8409], [-1.0709, -4.1978, -0.4206], [-1.7282, -4.7642, -1.9189], [-5.2727, 0.5373, 1.6780], [-5.9154, -0.4517, 2.0865], [-3.9893, 0.4212, 1.1300], [-3.1613, 1.5722, 1.0881], [-3.4091, -0.8438, 0.8028], [-5.5529, 1.5982, 1.7683], [-3.7392, 2.4553, 1.3606], [-2.9854, 1.7836, 0.0334], [-2.1889, 1.5095, 1.5767], [-2.5780, -0.8299, 0.0977], [-3.0039, -1.2993, 1.7064], [-4.1885, -1.5129, 0.4382], [1.0259, -0.2482, -1.0291], [1.7669, 0.7721, -1.0277], [0.0238, -0.3644, -0.1233], [-0.8673, -1.4622, 0.0242], [-0.2998, 0.7601, 0.7679], [1.0365, -1.1419, -1.6720], [-0.4822, -2.4141, -0.3414], [-1.7783, -1.2411, -0.5320], [-1.0459, -1.5071, 1.0986], [-0.4415, 0.2875, 1.7399], [0.6442, 1.3050, 0.7617], [-1.0087, 1.4770, 0.3537], [-1.0696, -4.5029, 3.8522], [0.1284, -4.4604, 3.7219], [-1.9130, -4.1341, 2.8937], [-3.3006, -4.6702, 3.0196], [-1.5591, -3.5286, 1.6393], [-1.5075, -4.9199, 4.7723], [-3.7754, -4.7571, 2.0423], [-4.0003, -4.1187, 3.6475], [-3.3599, -5.7291, 3.2710], [-2.3714, -2.8889, 1.2940], [-0.6517, -2.9254, 1.6092], [-1.4263, -4.3858, 0.9793], [3.7794, 0.8405, -4.1127], [4.7301, 0.9177, -4.8965], [2.8283, 1.6630, -3.7837], [1.8157, 1.1715, -2.8292], [2.6993, 2.9813, -4.3686], [3.6417, -0.0641, -3.5004], [0.9025, 1.3942, -3.3810], [1.9855, 1.6985, -1.8903], [1.9362, 0.1002, -2.6682], [2.3974, 3.6990, -3.6058], [3.6605, 3.3840, -4.6878], [2.0747, 2.8236, -5.2479], [5.3433, 0.6199, 0.2299], [4.1592, 0.2409, -0.2100], [3.9299, -0.4278, -1.5727], [2.9109, -0.8102, -2.0406], [5.1398, -0.4398, -2.3463], [6.3503, 0.0849, -1.9706], [6.5779, 0.6267, -0.5668], [7.5943, 1.0550, -0.2021], [7.4764, -0.0712, -2.6438], [3.0674, 0.2403, 0.5747], [5.2718, 1.0655, 1.2111], [5.1574, -0.8646, -3.3391], [7.2646, -0.2454, -3.5638], [2.3566, -0.1507, 0.0614], [3.1280, -2.5738, -3.5602], [2.7046, -1.6433, -4.4176], [1.2326, -1.0353, -4.3551], [0.8154, -0.1723, -5.0893], [0.4633, -1.8110, -3.3515], [1.0172, -2.7104, -2.4474], [2.4021, -3.1264, -2.4512], [2.9819, -3.8734, -1.6275], [0.3069, -3.0197, -1.3593], [3.4692, -1.1863, -5.4644], [4.1356, -2.9626, -3.5671], [-0.5376, -1.5222, -3.0664], [0.8989, -3.5488, -0.8197], [4.4147, -1.2510, -5.3108]], "forces_ev_per_a": [[1.650, 4.267, -2.532], [1.718, 1.164, -1.138], [-2.254, 0.015, 1.013], [2.785, -0.535, 1.212], [-0.793, 1.625, 2.707], [0.224, -0.700, -1.052], [1.147, 2.126, -0.968], [0.622, 1.753, 0.171], [0.483, 1.480, -1.339], [0.099, 0.337, 0.605], [1.001, 0.260, -0.628], [0.537, 0.181, -0.373], [-0.776, -0.206, -0.051], [-0.426, 0.102, -0.172], [1.076, 0.183, -0.138], [-0.041, 0.168, -0.478], [0.010, 0.098, 0.895], [1.411, -5.218, 3.228], [0.464, -0.795, 0.655], [1.251, -0.135, -0.494], [2.485, -0.518, 1.434], [0.698, -2.964, 1.920], [0.128, -0.280, 0.277], [-0.637, -0.296, -0.328], [0.657, 0.267, -0.410], [0.289, 0.336, 0.191], [-0.225, 0.027, 0.030], [0.048, -0.017, -0.061], [3.920, 0.194, -0.018], [0.435, -1.918, -0.138], [-1.007, -3.599, 3.112], [0.142, 0.279, 0.011], [0.227, -0.332, -0.316], [-0.942, 0.057, 1.205], [0.185, 0.318, -0.252], [0.344, -0.993, -0.878], [-1.623, -0.980, -0.540], [1.807, 3.114, -3.594], [-0.194, 0.250, -0.548], [-0.702, 0.196, -0.456], [0.190, -0.315, 0.389], [0.290, -0.044, -0.089], [-0.357, 0.415, 0.024], [-0.913, -0.256, -0.101], [0.122, 0.120, 0.406], [-0.357, 0.985, -1.133], [-0.320, 1.331, -3.076], [-0.073, 0.143, -0.499], [1.078, 0.893, 0.169], [-1.043, -1.069, 0.482], [-3.360, 2.514, -1.201], [2.160, -1.170, 1.067], [-4.159, -7.104, 5.305], [0.258, 2.181, 2.275], [0.400, -0.619, -0.088], [-0.196, -0.098, -0.322], [0.015, 0.270, 0.184], [0.492, -0.010, 0.746], [0.349, -0.390, -0.591], [-0.100, -0.039, 0.049], [0.596, -0.193, 0.275], [-2.002, 2.447, 1.379], [0.220, 0.140, 0.752], [-0.582, -0.094, 0.361], [-1.784, -2.945, 6.727], [0.934, -0.826, 1.200], [-0.409, -0.748, -0.281], [-0.372, 0.770, -1.023], [1.827, -1.671, 1.612], [-2.101, -0.455, -0.092], [-0.460, -0.063, 0.759], [-0.390, -0.721, 2.489], [-1.578, -2.462, 5.455], [-0.328, 0.450, -0.239], [0.099, -0.525, 0.114], [-0.291, 0.489, 0.387], [-0.092, -0.082, -0.162], [0.409, -0.511, -0.493], [0.289, 0.718, 0.125], [0.768, 0.150, 0.327], [0.497, 0.987, -2.193], [-0.688, -0.145, 0.732], [-0.607, 0.222, -0.190], [1.163, -1.128, 1.466], [-3.887, -2.464, -1.081], [0.016, -0.124, -0.956], [-0.831, 0.075, -0.696], [-0.585, 0.056, -0.708], [-0.049, -0.290, -0.433], [-4.096, -0.458, -0.452], [-1.179, 0.562, -0.971], [-0.267, -0.360, -0.152], [1.458, -2.727, 0.623], [0.762, 2.164, -1.197], [-2.413, 0.187, 1.036], [-1.218, 1.282, -1.861], [-1.580, -0.031, 1.328], [-0.332, -0.294, 0.072], [0.202, -0.276, 0.513], [-0.690, -0.408, 0.885], [-0.936, -0.091, 0.515], [-2.426, 1.514, 1.225], [0.027, 0.008, 0.316], [0.036, 0.372, 0.653], [-3.550, 0.359, 2.326], [-4.257, -4.379, 8.466], [-0.584, 1.752, -1.084], [0.420, 0.459, 0.314], [0.979, -3.612, -0.130], [0.355, 2.316, 0.938], [-0.857, 2.047, 1.495], [2.038, -0.898, -0.762], [-0.325, 0.723, -0.695], [-0.928, -0.046, -2.144], [-1.017, -0.370, -0.420], [0.803, -2.665, 3.675], [0.306, -0.451, 0.001], [1.558, 0.414, 0.196], [-2.967, -0.179, 1.319], [-0.257, -0.384, -0.614], [-0.817, -1.226, 0.748], [-0.389, 0.083, -0.156], [0.169, 0.472, 0.458], [0.384, 0.269, 0.144], [0.627, 0.000, 0.729], [0.355, -0.534, 0.261], [-3.525, -1.437, 1.090], [0.038, 0.452, 0.128], [0.595, -0.940, 0.066], [0.359, 0.808, 0.103], [0.517, 0.291, -0.415], [0.415, 4.193, -6.947], [0.670, -0.300, -0.216], [-0.088, 1.050, -1.575], [-0.741, 0.050, 0.713], [-0.268, 2.776, -3.521], [-0.438, 1.774, -2.196], [-0.451, -0.700, -0.656], [0.243, -0.563, -0.255], [-0.344, 0.734, 0.002], [0.337, 0.730, 0.830], [-1.685, -0.860, -1.105], [5.769, 3.706, -0.163], [0.941, -1.338, -0.733], [2.492, 0.268, -0.103], [-0.801, -1.398, 0.971], [-4.322, -0.927, -1.197], [3.704, 1.248, 1.136], [-0.031, 0.594, -0.164], [9.290, 6.982, -10.384], [0.751, 0.166, 0.185], [-0.067, -0.273, 0.148], [0.007, -0.148, -0.498], [0.251, 0.325, -0.751], [0.735, -1.259, -0.785], [-0.059, 0.380, -2.417], [0.987, -2.266, -0.705], [0.303, -0.686, 0.505], [0.408, -1.126, 0.797], [-1.816, 1.086, -0.980], [2.322, -1.530, -0.476], [-1.893, 0.893, -2.031], [7.007, 4.457, -6.604], [-2.192, -1.122, 0.399], [0.259, 0.056, -0.483], [-0.349, 0.331, -0.433], [0.555, -0.213, -0.365], [0.246, 0.047, 0.120]], "mulliken_charge": [0.4214, -0.6836, 1.3943, -1.1316, -0.4915, -0.8665, 0.2434, 0.4433, -0.4128, -0.1217, -0.6408, 0.5140, 0.1975, 0.3248, 0.6909, 0.0244, -0.9794, -0.2549, -2.0644, -0.3469, 1.4618, -1.0217, 0.3273, 0.1958, 0.3217, 0.5989, 0.8708, 0.8449, -0.0448, 0.5873, -0.2283, 0.8191, -0.9922, -0.2960, -1.3273, 0.0323, 0.3963, -1.4992, 0.3401, 0.3469, 0.2595, 0.3409, 0.6767, 0.2285, 0.2907, 1.2819, -0.7156, 1.3395, -0.8912, -0.2941, -0.6311, -1.0643, 1.4830, -1.8788, 0.2607, 0.3453, 0.3406, 0.6799, 0.3959, -0.0097, 0.4546, 0.2008, -0.2279, 0.9959, -0.7789, 0.3405, -0.9306, -0.5236, -0.1999, -0.8226, 0.5469, 1.4117, 0.3298, 0.2912, 0.4451, 0.5605, 0.0538, 0.1623, 0.3278, 0.3526, -0.6993, -0.5349, 0.8602, -0.7845, -0.2530, 0.7220, -0.0162, 0.4312, 0.3094, -0.0226, -0.6877, 0.3850, 0.0184, -0.6522, 0.5121, -0.1768, -0.9221, 0.3282, 0.1264, 0.5316, -0.0324, -0.0974, 0.4761, 0.4230, -1.0500, -0.9860, 2.6462, -1.7501, -1.2979, -0.5835, 1.4082, -0.6883, 0.7719, 0.4031, 1.0558, -1.8671, -0.3951, -0.5089, 1.0785, -1.0382, -2.2847, 0.3648, 0.4054, 0.3738, 0.4095, 0.3170, -0.1582, 1.7436, 1.3976, -0.8215, 0.6143, -1.9017, -1.2972, -1.7714, 0.8914, 0.5838, -0.5414, 0.5924, 0.3346, 0.3653, -0.8868, 1.0753, 1.4696, 0.4047, -0.2541, 0.3723, -0.4710, -0.4848, -0.5821, -0.3908, 0.4987, 0.1078, 0.3725, -2.0593, -1.0067, 0.9316, 0.6016, -0.6363, -0.0816, 0.4678, 0.3703, -0.6514, -0.2345, -0.5798, 0.3257, 0.4828, -0.1851, 0.5405], "charge": 0, "lumo_energy_ev": -1.82, "orbital_gap_ev": 5.5879, "molar_mass_g_mol": 1096.3, "e_above_lowest_kcal_mol": 1059.7, "e_homo_ev": -7.406}